(1)
{
  "formula": "C36H50N6O6Re",
  "method": "wB97M-V/def2-TZVPD",
  "charge": -2,
  "homo_lumo_gap_ev": [3.47, 4.56],
  "multiplicity": 4,
  "e_lumo_ev": [4.19, 4.22],
  "s_squared": 3.80,
  "symbols": ["Re", "C", "C", "N", "H", "N", "H", "C", "C", "C", "C", "C", "C", "H", "H", "H", "H", "C", "H", "H", "H", "C", "C", "C", "H", "H", "H", "H", "H", "H", "C", "H", "H", "H", "C", "C", "H", "H", "C", "H", "C", "H", "H", "H", "H", "H", "C", "H", "C", "N", "H", "N", "H", "C", "C", "C", "H", "H", "H", "H", "H", "H", "C", "H", "H", "H", "C", "C", "H", "H", "C", "H", "C", "H", "H", "H", "H", "H", "C", "H", "C", "O", "C", "O", "C", "C", "C", "C", "C", "C", "N", "O", "O", "N", "O", "O", "H", "H", "H"],
  "xyz": [[1.349, 0.042, 0.051], [5.129, -0.314, 0.314], [3.089, 0.485, 0.748], [4.133, 0.533, -0.154], [5.222, -1.487, 2.191], [3.501, -0.233, 1.842], [6.001, -0.546, -0.252], [1.599, -1.906, -0.342], [0.477, -2.816, -0.537], [0.606, -4.201, -0.580], [1.843, -4.855, -0.462], [2.955, -4.038, -0.252], [2.841, -2.647, -0.187], [-0.539, -2.419, -0.671], [-0.300, -4.801, -0.720], [3.931, -4.527, -0.146], [3.746, -2.094, 0.043], [1.970, -6.349, -0.564], [3.024, -6.634, -0.545], [1.539, -6.741, -1.492], [1.477, -6.874, 0.261], [3.820, 1.031, -1.510], [4.941, 1.948, -1.972], [3.522, -0.119, -2.445], [5.881, 1.408, -2.079], [4.658, 2.359, -2.945], [5.075, 2.789, -1.284], [2.215, 2.220, -2.369], [2.461, 2.554, -0.711], [2.517, -0.532, -2.228], [2.486, 1.751, -1.425], [4.241, -0.936, -2.369], [3.484, 0.304, -3.458], [1.560, 1.015, -1.408], [4.747, -0.767, 1.555], [2.376, -2.067, 2.961], [3.319, -2.583, 3.158], [1.609, -2.322, 3.703], [2.518, -0.566, 2.897], [0.454, -0.332, 3.266], [2.944, 0.128, 4.176], [2.934, 1.217, 4.047], [2.001, -2.411, 1.989], [0.661, -0.625, 1.585], [3.939, -0.177, 4.498], [2.225, -0.106, 4.969], [1.156, -0.032, 2.480], [1.070, 1.051, 2.442], [-4.830, -0.601, -1.953], [-3.448, -0.811, -1.962], [-6.253, -1.125, -0.306], [-4.082, -1.480, -0.072], [-5.396, -0.228, -2.807], [-2.439, -0.242, -2.898], [-2.627, -0.826, -4.307], [-2.397, 1.285, -2.889], [-3.601, -0.577, -4.745], [-1.848, -0.439, -4.976], [-2.542, -1.924, -4.308], [-0.230, -0.270, -2.958], [-0.986, -1.711, -2.298], [-2.002, 1.603, -1.913], [-1.079, -0.630, -2.332], [-3.378, 1.741, -3.045], [-1.681, 1.617, -3.663], [-0.936, -0.226, -1.300], [-5.252, -1.030, -0.713], [-3.361, -0.316, 2.007], [-4.158, 0.437, 1.952], [-3.087, -0.491, 3.064], [-3.747, -1.652, 1.357], [-2.161, -2.720, 2.391], [-4.872, -2.366, 2.092], [-5.107, -3.325, 1.605], [-2.472, 0.097, 1.503], [-1.637, -1.743, 1.011], [-5.788, -1.760, 2.138], [-4.541, -2.575, 3.120], [-2.433, -2.417, 1.366], [-2.413, -3.306, 0.728], [-3.198, -1.737, -1.030], [1.320, 2.779, 0.825], [0.151, 2.471, 0.588], [-0.301, 1.279, 0.307], [-0.853, 3.601, 0.559], [-1.871, 3.726, 1.505], [-2.642, 4.907, 1.487], [-2.406, 5.913, 0.552], [-1.384, 5.747, -0.384], [-0.547, 4.620, -0.342], [-1.170, 6.741, -1.399], [-1.896, 7.757, -1.407], [-0.259, 6.552, -2.233], [-3.647, 5.131, 2.489], [-3.862, 4.266, 3.362], [-4.263, 6.219, 2.446], [-2.075, 2.918, 2.200], [-2.994, 6.823, 0.567], [0.275, 4.514, -1.046]],
  "mulliken_charge": [2.583, -0.620, -0.504, 0.510, 0.421, 0.427, 0.432, -0.258, 0.991, -1.067, 0.977, -1.356, 0.352, 0.230, 0.340, 0.178, 0.287, -1.556, 0.361, 0.315, 0.281, 1.669, -2.009, -1.079, 0.408, 0.427, 0.382, 0.529, 0.589, -0.190, -2.228, 0.211, 0.493, -0.021, -0.623, -1.624, 0.319, 0.451, 1.901, 0.614, -1.988, 0.399, 0.365, 0.166, 0.374, 0.410, -2.450, 0.356, -0.540, 0.908, 0.353, 0.800, 0.359, 1.362, -1.982, -1.597, 0.401, 0.379, 0.385, 0.685, 0.458, 0.284, -1.402, 0.374, 0.376, -0.300, -0.536, -1.340, 0.417, 0.405, 1.752, 0.527, -1.989, 0.428, -0.104, -0.016, 0.404, 0.397, -1.419, 0.315, -0.980, -0.694, 0.491, -1.002, 0.575, -0.403, -0.481, -0.475, -0.200, -1.259, 1.021, -0.679, -0.663, 0.926, -0.772, -0.787, 0.538, 0.560, 0.570]
}

***

(2)
{
  "formula": "C36H50N6S3Si3Zr",
  "method": "wB97M-V/def2-TZVPD",
  "relative_energy_ev": 0.000,
  "charge": 2,
  "homo_lumo_gap_ev": 7.07,
  "e_lumo_ev": -5.85,
  "symbols": ["Zr", "S", "C", "C", "C", "C", "C", "C", "C", "C", "C", "N", "H", "H", "H", "H", "H", "H", "C", "Si", "C", "C", "C", "Si", "C", "C", "C", "Si", "C", "C", "C", "C", "C", "C", "C", "N", "H", "H", "H", "H", "H", "H", "H", "H", "H", "H", "H", "H", "H", "H", "H", "H", "H", "H", "H", "H", "H", "H", "H", "H", "H", "H", "H", "H", "C", "C", "C", "C", "N", "C", "S", "N", "C", "H", "H", "H", "H", "H", "H", "H", "H", "N", "C", "S", "N", "C", "C", "C", "C", "C", "C", "H", "H", "H", "H", "H", "H", "H", "H"],
  "xyz": [[0.537, -0.082, -0.299], [-0.560, -1.884, 3.980], [0.755, -2.858, 3.492], [1.241, -2.483, 2.272], [0.562, -1.373, 1.673], [-0.444, -0.964, 2.519], [-1.422, 0.057, 2.169], [-2.423, 0.504, 3.021], [-3.344, 1.430, 2.567], [-3.266, 1.888, 1.259], [-2.243, 1.416, 0.468], [-1.329, 0.536, 0.906], [1.104, -3.656, 4.133], [2.062, -3.017, 1.808], [-2.472, 0.130, 4.034], [-4.123, 1.789, 3.228], [-3.975, 2.597, 0.856], [-2.140, 1.741, -0.556], [3.231, 2.418, -1.687], [1.395, 2.637, -2.041], [1.314, 3.803, -3.504], [0.591, 3.627, -0.638], [0.460, 0.980, -2.315], [-1.213, 1.329, -3.186], [-2.428, -0.077, -2.876], [-2.080, 2.934, -2.672], [-1.039, 1.577, -5.039], [1.452, -0.125, -3.464], [2.477, 0.719, -4.784], [0.544, -1.522, -4.322], [2.724, -1.006, -2.324], [3.804, -1.710, -2.848], [4.727, -2.309, -2.009], [4.551, -2.206, -0.634], [3.455, -1.519, -0.165], [2.563, -0.934, -0.980], [3.583, 3.335, -1.204], [3.790, 2.322, -2.620], [3.512, 1.588, -1.042], [1.866, 4.707, -3.222], [0.302, 4.111, -3.764], [1.797, 3.398, -4.395], [1.356, 4.229, -0.139], [0.054, 3.094, 0.148], [-0.121, 4.327, -1.081], [-2.337, -0.566, -1.905], [-2.301, -0.860, -3.629], [-3.453, 0.293, -2.964], [-1.929, 3.313, -1.663], [-3.155, 2.774, -2.807], [-1.804, 3.739, -3.355], [-0.682, 0.728, -5.619], [-0.399, 2.435, -5.258], [-2.036, 1.824, -5.420], [1.853, 1.380, -5.389], [2.888, -0.034, -5.463], [3.309, 1.300, -4.387], [-0.046, -1.179, -5.171], [-0.108, -2.111, -3.682], [1.311, -2.193, -4.724], [3.927, -1.770, -3.923], [5.573, -2.847, -2.417], [5.248, -2.655, 0.059], [3.251, -1.428, 0.891], [-1.530, -6.680, 1.173], [-1.876, -5.240, 1.025], [-2.929, -4.605, 1.620], [-3.127, -3.242, 1.360], [-2.323, -2.547, 0.551], [-1.306, -3.167, -0.018], [-0.230, -2.429, -1.147], [-1.085, -4.486, 0.223], [-4.283, -2.522, 1.965], [-2.199, -7.166, 1.877], [-0.504, -6.794, 1.529], [-1.614, -7.186, 0.209], [-3.598, -5.151, 2.270], [-0.282, -4.908, -0.225], [-4.339, -2.716, 3.037], [-5.211, -2.890, 1.520], [-4.203, -1.455, 1.779], [3.451, 0.171, 3.033], [2.332, 0.887, 2.885], [1.965, 1.512, 1.319], [1.625, 1.133, 3.977], [0.457, 1.930, 4.213], [-0.283, 1.585, 5.339], [-1.381, 2.346, 5.705], [-1.749, 3.447, 4.943], [-0.998, 3.790, 3.829], [0.115, 3.046, 3.460], [4.087, 0.147, 2.254], [3.828, -0.039, 3.945], [1.971, 0.704, 4.825], [0.006, 0.729, 5.938], [-1.940, 2.082, 6.594], [-2.599, 4.051, 5.233], [-1.256, 4.666, 3.247], [0.712, 3.358, 2.617]],
  "mulliken_charge": [-1.913, -0.221, -1.120, -0.804, 0.826, 0.335, 0.869, -0.925, -1.040, -1.110, -0.674, 2.083, 0.555, 0.485, 0.613, 0.487, 0.595, -0.441, -1.136, 0.380, -1.055, -0.957, 2.776, 0.541, -0.736, -1.324, -1.079, -1.227, -1.177, -1.089, 0.550, -0.681, -0.629, -1.418, -0.282, 1.394, 0.478, 0.333, 0.246, 0.449, 0.280, 0.362, 0.453, -0.013, 0.595, -0.224, 0.324, 0.492, 0.218, 0.505, 0.285, 0.330, 0.308, 0.427, 0.421, 0.468, 0.347, 0.362, 0.245, 0.390, 0.472, 0.466, 0.508, 0.366, -1.468, 0.824, -1.147, 1.187, 0.127, -0.112, -0.764, 0.195, -1.443, 0.386, 0.382, 0.371, 0.492, 0.319, 0.406, 0.429, 0.185, -0.212, 0.009, -0.309, 0.049, 0.480, -0.482, -0.775, -0.642, -0.736, -0.340, 0.297, 0.218, 0.345, 0.396, 0.419, 0.487, 0.466, 0.619]
}

***

What is the formula in the second record? C36H50N6S3Si3Zr